<i>
{
  "formula": "C5H17NO2",
  "method": "wB97M-V/def2-TZVPD",
  "orbital_gap_ev": 9.35,
  "smiles": "CCNC(C)C.O.O",
  "lumo_energy_ev": 0.63,
  "e_homo_ev": -8.72,
  "symbols": ["C", "C", "N", "C", "C", "C", "H", "H", "H", "H", "H", "H", "H", "H", "H", "H", "H", "H", "H", "O", "H", "H", "O", "H", "H"],
  "xyz": [[0.235, -0.896, -2.505], [0.790, -0.935, -1.067], [0.441, 0.242, -0.312], [0.654, 0.247, 1.119], [2.038, 0.771, 1.618], [-0.376, 1.053, 1.934], [-0.132, -1.873, -2.843], [-0.543, -0.141, -2.663], [1.083, -0.783, -3.184], [1.866, -1.083, -1.239], [0.526, -1.836, -0.505], [0.634, 1.131, -0.759], [0.606, -0.829, 1.300], [2.004, 1.118, 2.662], [2.364, 1.652, 1.082], [2.816, 0.007, 1.644], [-0.368, 0.730, 2.974], [-1.374, 0.691, 1.635], [-0.271, 2.125, 1.837], [-2.124, 1.405, -2.201], [-1.256, 1.744, -2.074], [-2.367, 0.834, -1.485], [-2.277, -1.952, 1.364], [-3.106, -2.089, 0.917], [-1.862, -1.331, 0.751]],
  "lowdin_charge": [-0.083, -0.285, -0.068, -0.446, -0.064, -0.068, 0.071, 0.042, 0.065, 0.102, 0.108, 0.117, 0.123, 0.069, 0.067, 0.067, 0.079, 0.059, 0.077, -0.041, 0.002, 0.020, -0.048, 0.028, 0.007]
}

<ii>
{
  "formula": "C5H17NO2",
  "method": "wB97M-V/def2-TZVPD",
  "orbital_gap_ev": 9.96,
  "smiles": "CCCNCC.O.O",
  "lumo_energy_ev": 0.73,
  "e_homo_ev": -9.23,
  "symbols": ["C", "C", "C", "N", "C", "C", "H", "H", "H", "H", "H", "H", "H", "H", "H", "H", "H", "H", "H", "O", "H", "H", "O", "H", "H"],
  "xyz": [[-1.942, 0.393, -0.964], [-1.028, -0.615, -1.550], [0.370, -0.195, -1.174], [0.767, -0.043, 0.265], [1.633, 1.202, 0.534], [0.757, 2.472, 0.710], [-2.826, -0.002, -0.554], [-1.528, 0.815, -0.117], [-2.200, 1.182, -1.660], [-1.175, -0.603, -2.799], [-1.241, -1.627, -1.071], [1.134, -0.772, -1.777], [0.474, 0.887, -1.834], [0.018, 0.000, 0.799], [2.560, 1.345, -0.117], [2.066, 1.007, 1.607], [1.433, 3.274, 1.193], [-0.049, 2.351, 1.553], [0.277, 2.974, -0.157], [1.317, -2.766, 1.335], [1.348, -1.938, 0.873], [1.488, -3.356, 0.554], [-1.536, -1.679, 1.642], [-1.393, -2.298, 0.733], [-0.725, -2.008, 1.977]],
  "lowdin_charge": [-0.141, -0.283, -0.270, -0.073, -0.238, -0.142, 0.063, 0.028, 0.084, 0.176, 0.092, 0.106, 0.162, -0.008, 0.122, 0.127, 0.081, 0.100, 0.060, -0.074, -0.031, 0.070, -0.106, 0.130, -0.035]
}

<iii>
{
  "formula": "C5H17NO2",
  "method": "wB97M-V/def2-TZVPD",
  "orbital_gap_ev": 9.73,
  "smiles": "CC(C)CCN.O.O",
  "lumo_energy_ev": 0.85,
  "e_homo_ev": -8.88,
  "symbols": ["C", "C", "C", "C", "C", "N", "H", "H", "H", "H", "H", "H", "H", "H", "H", "H", "H", "H", "H", "O", "H", "H", "O", "H", "H"],
  "xyz": [[1.107, 2.487, 0.856], [-0.258, 2.718, 0.164], [-0.693, 4.187, 0.389], [-1.295, 1.734, 0.684], [-1.075, 0.303, 0.178], [-0.158, -0.536, 0.972], [1.767, 1.854, 0.263], [1.683, 3.388, 1.053], [0.963, 1.976, 1.802], [-0.098, 2.524, -0.902], [-0.143, 4.711, 1.167], [-0.688, 4.778, -0.528], [-1.771, 4.199, 0.628], [-1.222, 1.711, 1.774], [-2.343, 1.952, 0.517], [-2.014, -0.244, 0.021], [-0.750, 0.293, -0.860], [0.177, -0.031, 1.780], [-0.543, -1.448, 1.142], [0.451, -5.050, -4.059], [1.260, -5.403, -4.449], [-0.185, -5.294, -4.745], [1.421, -4.116, 1.398], [1.848, -4.649, 0.716], [1.466, -3.205, 1.089]],
  "lowdin_charge": [-0.076, -0.406, -0.073, -0.198, -0.278, -0.002, 0.075, 0.068, 0.060, 0.125, 0.068, 0.069, 0.070, 0.113, 0.104, 0.103, 0.095, 0.045, 0.054, -0.066, 0.032, 0.034, -0.069, 0.035, 0.018]
}

<iv>
{
  "formula": "C5H17NO2",
  "method": "wB97M-V/def2-TZVPD",
  "orbital_gap_ev": 8.67,
  "smiles": "CCCCNC.O.O",
  "lumo_energy_ev": 0.49,
  "e_homo_ev": -8.18,
  "symbols": ["C", "C", "C", "C", "N", "C", "H", "H", "H", "H", "H", "H", "H", "H", "H", "H", "H", "H", "H", "O", "H", "H", "O", "H", "H"],
  "xyz": [[0.458, 1.803, -1.889], [0.290, 1.275, -0.419], [-0.755, 0.193, -0.078], [-1.975, -0.093, -0.995], [-3.116, 0.842, -0.725], [-3.074, 2.166, -1.029], [0.152, 1.226, -2.642], [1.567, 2.050, -1.943], [-0.219, 2.686, -2.068], [1.187, 0.810, -0.096], [-0.108, 2.111, 0.238], [-0.148, -0.735, 0.091], [-1.162, 0.399, 1.021], [-1.789, -0.198, -2.053], [-2.343, -1.135, -0.654], [-3.680, 0.681, 0.083], [-2.876, 2.591, -2.044], [-4.055, 2.546, -0.927], [-2.605, 2.899, -0.398], [4.602, -3.978, 1.077], [4.575, -3.052, 1.163], [4.143, -4.384, 1.860], [3.561, -3.425, 3.756], [3.277, -4.270, 4.201], [4.092, -3.013, 4.470]],
  "lowdin_charge": [-0.090, -0.254, -0.230, -0.195, -0.132, -0.225, -0.001, 0.091, 0.075, 0.071, 0.109, 0.096, 0.138, 0.096, 0.127, 0.104, 0.098, 0.060, 0.063, -0.071, -0.008, 0.033, -0.084, 0.072, 0.057]
}

Quick one: least stable of them? <ii>

<i>
{
  "formula": "C5H17NO2",
  "method": "wB97M-V/def2-TZVPD",
  "orbital_gap_ev": 8.81,
  "smiles": "CCNC(C)C.O.O",
  "lumo_energy_ev": 0.77,
  "e_homo_ev": -8.04,
  "symbols": ["C", "C", "N", "C", "C", "C", "H", "H", "H", "H", "H", "H", "H", "H", "H", "H", "H", "H", "H", "O", "H", "H", "O", "H", "H"],
  "xyz": [[-1.768, 1.248, -1.115], [-1.547, 0.250, 0.054], [-0.121, -0.127, 0.304], [0.386, -1.338, 0.898], [0.200, -2.540, -0.103], [1.952, -1.218, 1.145], [-2.838, 1.118, -1.434], [-1.754, 2.247, -0.760], [-1.248, 1.067, -2.067], [-2.251, -0.521, -0.040], [-1.815, 0.864, 1.015], [0.487, 0.274, -0.425], [-0.100, -1.381, 1.785], [-0.462, -3.280, 0.382], [1.136, -3.136, -0.336], [-0.257, -2.292, -1.028], [2.319, -2.231, 1.580], [2.179, -0.493, 1.842], [2.547, -0.992, 0.243], [0.623, 1.406, -3.406], [1.360, 1.538, -3.886], [0.166, 2.267, -3.262], [0.113, 2.715, 2.716], [0.328, 2.697, 3.592], [0.368, 1.860, 2.307]],
  "lowdin_charge": [-0.093, -0.242, -0.089, -0.409, -0.063, -0.061, 0.082, 0.050, 0.047, 0.075, 0.124, 0.113, 0.091, 0.066, 0.081, 0.049, 0.105, 0.019, 0.079, -0.025, -0.036, 0.066, -0.034, -0.028, 0.034]
}

<ii>
{
  "formula": "C5H17NO2",
  "method": "wB97M-V/def2-TZVPD",
  "orbital_gap_ev": 9.95,
  "smiles": "CCCNCC.O.O",
  "lumo_energy_ev": 0.92,
  "e_homo_ev": -9.03,
  "symbols": ["C", "C", "C", "N", "C", "C", "H", "H", "H", "H", "H", "H", "H", "H", "H", "H", "H", "H", "H", "O", "H", "H", "O", "H", "H"],
  "xyz": [[1.318, -2.792, -1.453], [0.320, -1.679, -1.183], [0.682, -0.712, -0.079], [-0.064, 0.546, 0.008], [0.050, 1.467, -1.121], [-1.278, 1.853, -1.807], [2.266, -2.603, -0.935], [0.881, -3.702, -0.964], [1.504, -2.999, -2.511], [-0.655, -2.161, -1.056], [0.070, -1.109, -2.072], [0.854, -1.218, 0.875], [1.732, -0.425, -0.255], [-1.003, 0.240, 0.219], [0.644, 0.923, -1.857], [0.666, 2.307, -0.804], [-1.054, 2.731, -2.438], [-2.021, 2.220, -1.105], [-1.714, 0.938, -2.300], [-0.020, 2.368, 2.495], [0.193, 1.947, 1.642], [0.460, 3.212, 2.424], [-1.279, -0.768, 4.471], [-1.207, 0.195, 4.369], [-1.346, -0.781, 5.435]],
  "lowdin_charge": [-0.107, -0.280, -0.252, -0.100, -0.288, -0.085, 0.068, 0.083, 0.071, 0.105, 0.087, 0.123, 0.115, 0.110, 0.095, 0.101, 0.075, 0.061, 0.087, -0.085, -0.008, 0.035, -0.073, 0.030, 0.032]
}

Quick one: least stable of them? <i>

<i>
{
  "formula": "C5H17NO2",
  "method": "wB97M-V/def2-TZVPD",
  "orbital_gap_ev": 9.37,
  "smiles": "CC[C@@H](C)NC.O.O",
  "lumo_energy_ev": 0.69,
  "e_homo_ev": -8.68,
  "symbols": ["C", "C", "C", "C", "N", "C", "H", "H", "H", "H", "H", "H", "H", "H", "H", "H", "H", "H", "H", "O", "H", "H", "O", "H", "H"],
  "xyz": [[2.813, 0.932, 1.435], [1.627, -0.150, 1.264], [0.211, 0.462, 0.820], [-0.865, -0.428, 1.437], [0.171, 1.875, 1.227], [-1.069, 2.517, 0.850], [3.725, 0.603, 1.879], [2.727, 1.949, 1.812], [3.090, 1.202, 0.546], [2.009, -0.991, 0.505], [1.671, -0.530, 2.203], [0.079, 0.581, -0.443], [-1.891, -0.139, 1.182], [-0.748, -1.358, 0.904], [-0.826, -0.608, 2.499], [0.330, 1.965, 2.245], [-1.997, 2.010, 1.233], [-1.127, 2.965, -0.225], [-1.231, 3.488, 1.560], [-1.384, -4.544, -2.365], [-2.249, -4.303, -2.466], [-1.137, -5.025, -1.550], [-1.739, -0.649, -5.315], [-1.316, -1.538, -5.657], [-0.875, -0.287, -5.582]],
  "lowdin_charge": [-0.103, -0.150, -0.400, -0.097, -0.152, -0.186, 0.056, 0.067, -0.011, 0.146, 0.038, 0.199, 0.062, 0.067, 0.076, 0.118, 0.060, 0.101, 0.110, -0.033, -0.024, 0.057, -0.117, 0.093, 0.023]
}

<ii>
{
  "formula": "C5H17NO2",
  "method": "wB97M-V/def2-TZVPD",
  "orbital_gap_ev": 4.20,
  "lumo_energy_ev": -4.58,
  "e_homo_ev": -8.78,
  "symbols": ["C", "C", "C", "N", "C", "C", "H", "H", "H", "H", "H", "H", "H", "H", "H", "H", "H", "H", "H", "H", "H", "O", "H", "H", "O"],
  "xyz": [[1.240, -1.193, -1.094], [1.072, 0.126, -1.767], [0.296, -1.398, 0.135], [-1.211, -1.338, 0.009], [-1.804, -0.043, 0.040], [-2.033, 0.329, 1.479], [1.115, -2.074, -1.715], [2.193, -1.147, -0.550], [1.287, 0.957, -1.075], [0.071, 0.263, -2.165], [1.638, 0.351, -2.652], [0.655, -0.695, 0.893], [0.534, -2.429, 0.428], [-1.399, -2.078, -0.686], [-1.114, 0.809, -0.250], [-2.589, -0.016, -0.673], [-1.173, 0.167, 2.060], [-2.318, 1.412, 1.539], [-2.911, -0.032, 2.016], [1.477, 1.215, 1.082], [-0.296, 2.051, 0.170], [0.522, 1.534, 0.813], [3.231, 0.562, 1.704], [-1.283, 2.473, -0.661], [2.800, 0.192, 0.919]],
  "lowdin_charge": [-0.225, -0.126, -0.180, 0.058, -0.294, -0.089, 0.101, 0.087, 0.056, 0.059, 0.068, 0.072, 0.122, 0.146, 0.021, 0.113, 0.060, 0.091, 0.079, 0.034, 0.036, -0.245, -0.036, 0.263, -0.272]
}

Quick one: least stable of them? <ii>

<i>
{
  "formula": "C5H28N2O9",
  "method": "wB97M-V/def2-TZVPD",
  "orbital_gap_ev": 9.41,
  "smiles": "CCCNCC(N)=O.O.O.O.O.O.O.O.O",
  "lumo_energy_ev": 0.11,
  "e_homo_ev": -9.30,
  "symbols": ["C", "C", "C", "N", "C", "C", "N", "O", "H", "H", "H", "H", "H", "H", "H", "H", "H", "H", "H", "H", "O", "H", "H", "O", "H", "H", "O", "H", "H", "O", "H", "H", "O", "H", "H", "O", "H", "H", "O", "H", "H", "O", "H", "H"],
  "xyz": [[-3.724, 0.468, 1.524], [-3.378, -0.889, 0.866], [-2.665, -0.829, -0.500], [-1.239, -0.773, -0.256], [-0.501, -0.482, -1.464], [0.857, 0.151, -1.210], [1.533, 0.510, -2.315], [1.193, 0.415, -0.060], [-3.022, 1.298, 1.661], [-4.582, 0.991, 1.106], [-4.059, 0.057, 2.497], [-4.329, -1.412, 0.935], [-2.658, -1.413, 1.499], [-2.874, 0.076, -1.127], [-3.043, -1.683, -1.071], [-1.080, -0.032, 0.422], [-1.095, 0.116, -2.182], [-0.351, -1.415, -2.017], [1.239, 0.228, -3.237], [2.431, 0.941, -2.163], [-3.212, 2.440, -1.021], [-2.623, 2.394, -0.242], [-2.643, 2.105, -1.719], [4.417, -2.044, -1.623], [3.494, -2.067, -1.363], [4.713, -1.175, -1.318], [0.411, -1.415, -4.601], [0.317, -2.326, -4.301], [-0.383, -1.262, -5.125], [4.382, -0.103, 0.531], [4.371, 0.186, 1.459], [3.471, 0.193, 0.366], [-0.967, 2.719, 0.680], [-0.579, 3.428, 1.197], [-0.229, 2.212, 0.314], [1.489, 2.687, 3.768], [2.082, 2.054, 4.190], [0.658, 2.203, 3.787], [1.552, -2.165, 1.000], [1.023, -2.617, 1.669], [1.189, -1.266, 0.943], [2.866, -0.473, 2.735], [2.917, -0.818, 3.629], [2.629, -1.212, 2.137]],
  "lowdin_charge": [-0.117, -0.219, -0.243, -0.062, -0.161, -0.497, 0.207, 0.013, 0.052, 0.067, 0.073, 0.101, 0.101, 0.094, 0.114, 0.098, 0.120, 0.118, 0.086, 0.123, -0.074, -0.010, 0.016, -0.067, 0.007, 0.007, -0.048, 0.050, 0.051, -0.077, 0.032, 0.006, -0.040, 0.061, 0.030, -0.062, 0.026, 0.028, -0.053, 0.063, 0.004, -0.074, 0.045, 0.008]
}

<ii>
{
  "formula": "C5H28N2O9",
  "method": "wB97M-V/def2-TZVPD",
  "orbital_gap_ev": 9.64,
  "smiles": "CN(C)CCNC=O.O.O.O.O.O.O.O.O",
  "lumo_energy_ev": 0.26,
  "e_homo_ev": -9.37,
  "symbols": ["C", "N", "C", "C", "C", "N", "C", "O", "H", "H", "H", "H", "H", "H", "H", "H", "H", "H", "H", "H", "O", "H", "H", "O", "H", "H", "O", "H", "H", "O", "H", "H", "O", "H", "H", "O", "H", "H", "O", "H", "H", "O", "H", "H"],
  "xyz": [[-0.994, 1.932, 2.007], [-0.587, 1.226, 0.809], [0.720, 1.524, 0.323], [-1.667, 1.428, -0.246], [-2.606, 0.215, -0.241], [-2.113, -1.001, -0.674], [-2.185, -2.065, 0.221], [-1.464, -3.051, -0.163], [-1.564, 2.775, 1.616], [-0.133, 2.315, 2.699], [-1.604, 1.180, 2.495], [0.988, 2.611, 0.213], [1.016, 1.049, -0.687], [1.490, 1.241, 0.956], [-1.141, 1.358, -1.214], [-2.213, 2.431, -0.163], [-2.959, 0.145, 0.735], [-3.543, 0.424, -0.909], [-1.312, -1.119, -1.304], [-2.806, -1.988, 1.088], [0.853, -1.265, 1.881], [0.328, -0.427, 1.796], [0.264, -1.896, 1.427], [4.306, -1.413, 1.948], [4.232, -0.476, 2.067], [3.444, -1.735, 2.275], [3.566, 2.029, -2.275], [2.957, 1.324, -2.133], [3.404, 2.782, -1.796], [1.167, -0.329, -2.546], [0.904, -0.669, -3.363], [1.415, -1.199, -2.136], [-2.689, 2.195, -3.543], [-2.691, 1.605, -2.711], [-2.538, 3.019, -3.134], [0.173, -2.846, -1.734], [0.660, -3.596, -1.459], [-0.744, -3.313, -1.817], [2.779, -0.560, -0.712], [1.903, -0.891, -0.676], [3.304, -1.117, -0.185], [-1.134, -1.430, 3.536], [-0.867, -0.544, 3.813], [-0.319, -1.877, 3.913]],
  "lowdin_charge": [-0.088, -0.283, -0.136, -0.153, -0.245, 0.042, -0.196, -0.094, 0.069, 0.132, 0.066, 0.102, 0.085, 0.045, 0.103, 0.137, 0.088, 0.148, 0.137, 0.130, -0.082, 0.020, 0.035, -0.050, 0.024, 0.036, -0.010, -0.022, -0.021, -0.060, 0.020, 0.030, -0.060, 0.043, 0.000, -0.096, 0.026, 0.104, -0.025, -0.017, 0.011, -0.092, 0.019, 0.077]
}

<iii>
{
  "formula": "C5H28N2O9",
  "method": "wB97M-V/def2-TZVPD",
  "orbital_gap_ev": 8.98,
  "smiles": "CN[C@H](C)CNC=O.O.O.O.O.O.O.O.O",
  "lumo_energy_ev": 0.01,
  "e_homo_ev": -8.97,
  "symbols": ["C", "N", "C", "C", "C", "N", "C", "O", "H", "H", "H", "H", "H", "H", "H", "H", "H", "H", "H", "H", "O", "H", "H", "O", "H", "H", "O", "H", "H", "O", "H", "H", "O", "H", "H", "O", "H", "H", "O", "H", "H", "O", "H", "H"],
  "xyz": [[-2.144, 0.477, -0.448], [-0.735, 0.184, -0.917], [-0.002, 1.390, -1.426], [-0.766, 1.977, -2.599], [1.460, 0.983, -1.648], [2.229, 0.386, -0.545], [2.374, 1.099, 0.639], [1.976, 2.248, 0.674], [-2.400, 1.474, -0.790], [-2.196, 0.481, 0.674], [-2.868, -0.300, -0.873], [-0.665, -0.697, -1.529], [0.103, 2.195, -0.632], [-0.630, 1.276, -3.500], [-1.805, 1.935, -2.592], [-0.503, 2.978, -2.782], [1.698, 0.278, -2.515], [2.101, 1.854, -1.985], [2.279, -0.682, -0.592], [3.141, 0.639, 1.153], [1.603, -2.353, -1.733], [1.686, -2.407, -2.628], [0.590, -2.581, -1.632], [1.997, -3.926, 0.711], [1.785, -3.530, -0.066], [2.236, -3.131, 1.274], [-1.781, -3.596, 0.806], [-1.283, -2.796, 1.254], [-1.017, -4.100, 0.393], [-0.789, 0.568, 2.334], [-0.437, 1.073, 1.578], [-0.338, 0.992, 3.129], [-2.087, -2.626, -1.722], [-2.509, -2.928, -2.470], [-2.280, -3.239, -1.010], [-2.523, 2.661, 1.642], [-3.458, 2.604, 1.446], [-2.084, 1.818, 1.698], [0.320, -1.733, 1.307], [0.102, -1.091, 2.031], [0.554, -1.142, 0.620], [0.255, 3.993, 2.230], [1.026, 3.765, 1.570], [-0.583, 3.836, 1.912]],
  "lowdin_charge": [-0.095, -0.080, -0.381, -0.057, -0.173, 0.016, -0.305, 0.002, 0.055, 0.047, 0.099, 0.105, 0.139, 0.114, 0.037, 0.064, 0.129, 0.140, 0.124, 0.112, -0.038, 0.000, 0.114, -0.045, -0.095, 0.065, -0.131, 0.075, 0.062, -0.081, 0.033, 0.126, -0.025, 0.001, 0.008, -0.048, 0.051, -0.041, -0.072, 0.051, -0.031, -0.078, 0.070, -0.065]
}

Quick one: least stable of them? <ii>